# 1
{
  "formula": "C26H15Cl4N3O2PrS",
  "method": "ωB97M-V with the def2-TZVPD basis set",
  "symbols": ["Pr", "C", "C", "C", "C", "C", "C", "C", "C", "C", "C", "C", "C", "C", "C", "C", "N", "H", "H", "H", "H", "H", "H", "H", "H", "H", "H", "Cl", "C", "C", "Cl", "C", "Cl", "C", "O", "C", "O", "C", "Cl", "C", "C", "C", "C", "N", "C", "S", "N", "H", "H", "H", "H", "H"],
  "positions_angstrom": [[12.26, 10.10, 6.33], [9.03, 6.35, 6.38], [7.82, 7.06, 6.47], [7.78, 8.42, 6.36], [9.00, 9.12, 6.25], [10.20, 8.42, 6.21], [10.23, 7.04, 6.30], [8.99, 10.59, 6.15], [7.96, 11.35, 6.70], [8.03, 12.71, 6.69], [9.13, 13.32, 6.06], [9.11, 14.75, 5.82], [10.08, 15.37, 5.10], [11.14, 14.57, 4.66], [11.31, 13.22, 4.96], [10.24, 12.55, 5.59], [10.13, 11.19, 5.67], [8.98, 5.24, 6.56], [6.92, 6.46, 6.63], [6.82, 8.99, 6.33], [11.18, 6.51, 6.36], [7.04, 10.89, 7.12], [7.27, 13.35, 7.08], [8.27, 15.32, 6.13], [10.13, 16.46, 5.01], [11.93, 14.97, 4.07], [12.16, 12.63, 4.54], [16.77, 5.13, 4.62], [15.82, 6.20, 5.57], [15.93, 6.20, 6.96], [17.21, 5.30, 7.72], [14.99, 6.97, 7.68], [15.15, 6.98, 9.33], [14.01, 7.77, 7.03], [13.07, 8.35, 7.68], [14.09, 7.91, 5.61], [13.39, 8.79, 4.91], [14.96, 7.06, 4.91], [15.10, 7.20, 3.23], [17.86, 13.52, 6.37], [16.51, 12.88, 6.08], [16.10, 12.53, 4.76], [14.98, 11.72, 4.73], [14.30, 11.49, 5.87], [14.64, 12.00, 7.06], [13.55, 11.64, 8.36], [15.77, 12.72, 7.18], [17.95, 13.66, 7.45], [17.88, 14.55, 5.90], [18.73, 12.97, 6.03], [16.47, 12.99, 3.83], [14.70, 11.21, 3.84]],
  "orbital_gap_ha": [0.1967, 0.1969],
  "total_energy_ev": -110768.25527,
  "charge": -1,
  "spin_multiplicity": 3,
  "s_squared": 2.002
}

***

# 2
{
  "formula": "C26H15Cl5N4O4S2Tc",
  "method": "ωB97M-V with the def2-TZVPD basis set",
  "symbols": ["Tc", "O", "C", "N", "C", "C", "C", "C", "C", "C", "N", "C", "O", "C", "C", "C", "C", "C", "N", "C", "C", "C", "C", "C", "N", "H", "H", "H", "H", "H", "H", "H", "H", "H", "H", "H", "H", "Cl", "C", "C", "Cl", "C", "Cl", "C", "O", "C", "Cl", "C", "Cl", "C", "O", "C", "S", "S", "H", "H", "H"],
  "positions_angstrom": [[-0.32, 0.07, 0.08], [1.37, 0.44, -3.50], [1.15, -0.28, -2.55], [-0.12, -0.38, -1.94], [-1.21, -0.18, -2.70], [-1.28, -0.34, -4.11], [-2.49, -0.20, -4.73], [-3.66, 0.11, -3.98], [-3.63, 0.24, -2.62], [-2.40, 0.08, -1.95], [-2.19, 0.09, -0.61], [-3.21, -0.46, 0.20], [-4.39, -0.48, -0.03], [-2.59, -1.32, 1.27], [-3.37, -2.00, 2.20], [-2.73, -2.88, 3.06], [-1.36, -3.08, 2.94], [-0.66, -2.36, 1.99], [-1.27, -1.48, 1.19], [2.22, -1.14, -1.96], [3.52, -0.66, -1.92], [4.50, -1.50, -1.40], [4.13, -2.77, -0.99], [2.81, -3.15, -1.10], [1.85, -2.35, -1.56], [-0.40, -0.57, -4.68], [-2.55, -0.33, -5.80], [-4.60, 0.23, -4.50], [-4.52, 0.47, -2.06], [-4.43, -1.82, 2.21], [-3.30, -3.42, 3.80], [-0.83, -3.77, 3.57], [0.41, -2.48, 1.86], [3.74, 0.33, -2.27], [5.52, -1.16, -1.32], [4.86, -3.46, -0.59], [2.49, -4.15, -0.80], [6.06, 3.26, 1.14], [4.48, 2.81, 0.66], [3.95, 1.58, 1.02], [4.89, 0.45, 1.92], [2.67, 1.25, 0.63], [2.01, -0.32, 1.02], [1.84, 2.10, -0.12], [0.65, 1.77, -0.51], [2.40, 3.34, -0.48], [1.43, 4.39, -1.44], [3.69, 3.69, -0.10], [4.33, 5.21, -0.57], [-2.84, 2.38, 4.99], [-1.73, 1.90, 4.24], [-1.90, 1.67, 2.94], [-3.34, 1.90, 2.16], [-0.36, 1.29, 2.24], [-2.47, 2.46, 6.01], [-3.67, 1.67, 4.93], [-3.17, 3.34, 4.62]],
  "orbital_gap_ha": [0.2090, 0.2087],
  "total_energy_ev": -127837.72208,
  "spin_multiplicity": 2,
  "s_squared": 0.795
}

***

# 3
{
  "formula": "C26H16BrF3FeN4O4",
  "method": "ωB97M-V with the def2-TZVPD basis set",
  "symbols": ["Fe", "O", "C", "N", "C", "C", "C", "C", "C", "C", "N", "C", "O", "C", "C", "C", "C", "C", "N", "C", "C", "C", "C", "C", "N", "H", "H", "H", "H", "H", "H", "H", "H", "H", "H", "H", "H", "F", "C", "F", "F", "Br", "C", "C", "C", "C", "C", "C", "C", "O", "O", "H", "H", "H", "H"],
  "positions_angstrom": [[0.55, 0.35, 0.88], [-2.52, 2.74, -0.35], [-1.72, 1.97, 0.18], [-0.61, 1.41, -0.31], [0.16, 1.99, -1.33], [0.19, 3.32, -1.74], [1.38, 3.76, -2.36], [2.04, 2.82, -3.17], [1.98, 1.47, -2.85], [1.18, 1.12, -1.76], [1.20, -0.03, -0.99], [1.83, -1.16, -1.30], [2.60, -1.43, -2.22], [1.30, -2.24, -0.39], [1.73, -3.56, -0.49], [1.14, -4.50, 0.33], [0.14, -4.11, 1.20], [-0.22, -2.77, 1.23], [0.35, -1.86, 0.46], [-1.90, 1.52, 1.61], [-2.80, 2.17, 2.44], [-2.84, 1.83, 3.77], [-2.00, 0.83, 4.24], [-1.13, 0.22, 3.35], [-1.08, 0.56, 2.06], [-0.55, 4.02, -1.38], [1.30, 4.75, -2.79], [2.69, 3.17, -3.96], [2.58, 0.72, -3.35], [2.51, -3.79, -1.21], [1.46, -5.54, 0.29], [-0.35, -4.82, 1.85], [-0.99, -2.42, 1.91], [-3.42, 2.94, 2.00], [-3.51, 2.34, 4.45], [-1.99, 0.53, 5.28], [-0.45, -0.55, 3.67], [3.10, -0.52, 1.85], [1.82, -0.38, 2.30], [1.90, 0.46, 3.38], [1.55, -1.60, 2.90], [1.23, 6.04, 2.62], [2.16, 5.47, 1.05], [3.01, 6.42, 0.50], [3.87, 6.03, -0.52], [3.78, 4.75, -1.03], [2.75, 3.88, -0.66], [2.07, 4.19, 0.54], [1.23, 3.10, 1.16], [0.19, 3.36, 1.74], [1.69, 1.90, 1.00], [3.05, 7.42, 0.92], [4.62, 6.72, -0.88], [4.45, 4.43, -1.82], [3.02, 2.82, -0.66]],
  "orbital_gap_ha": [0.2419, 0.2458],
  "total_energy_ev": -153956.66610,
  "charge": -1,
  "e_above_lowest_kcal_mol": 50.2,
  "spin_multiplicity": 2,
  "s_squared": 0.912
}

***

# 4
{
  "formula": "C26H16F6O16Zr",
  "method": "ωB97M-V with the def2-TZVPD basis set",
  "symbols": ["Zr", "C", "C", "C", "O", "C", "C", "C", "O", "O", "O", "H", "H", "C", "C", "C", "O", "C", "C", "C", "O", "O", "O", "H", "H", "C", "C", "C", "O", "C", "C", "C", "O", "O", "O", "H", "H", "C", "C", "O", "C", "O", "C", "F", "F", "F", "H", "H", "H", "H", "H", "C", "C", "O", "C", "O", "C", "F", "F", "F", "H", "H", "H", "H", "H"],
  "positions_angstrom": [[0.33, -0.45, -0.02], [3.85, -2.42, -1.15], [2.51, -2.26, -0.55], [1.30, -2.98, -1.15], [0.29, -2.51, -0.70], [1.48, -3.71, -2.34], [2.70, -3.79, -2.90], [3.96, -3.10, -2.31], [5.12, -3.06, -2.87], [2.74, -4.25, -4.08], [2.18, -1.42, 0.31], [4.68, -1.85, -0.77], [0.66, -4.19, -2.86], [4.12, 1.01, -1.76], [4.77, 0.15, -2.80], [3.93, -0.30, -4.06], [4.60, -0.87, -4.89], [2.45, -0.28, -3.81], [1.92, 0.29, -2.72], [2.75, 0.99, -1.64], [2.21, 1.32, -0.49], [0.74, -0.07, -2.34], [5.93, -0.27, -2.88], [4.78, 1.40, -1.00], [1.78, -0.87, -4.41], [-2.41, 2.85, 0.94], [-1.56, 1.65, 0.68], [-1.81, 0.50, 1.75], [-1.10, -0.54, 1.49], [-2.77, 0.59, 2.80], [-3.51, 1.74, 2.95], [-3.21, 2.95, 2.10], [-3.63, 4.13, 2.37], [-4.40, 1.59, 3.88], [-0.64, 1.41, -0.07], [-2.17, 3.76, 0.40], [-2.94, -0.31, 3.37], [-5.86, -0.35, 0.80], [-5.28, -0.96, -0.45], [-3.93, -0.54, -0.50], [-2.99, -0.90, -1.42], [-1.81, -0.88, -1.13], [-3.57, -1.41, -2.77], [-4.67, -0.72, -3.15], [-2.64, -1.16, -3.64], [-3.65, -2.69, -2.65], [-6.74, -0.85, 1.19], [-6.07, 0.69, 0.53], [-5.20, -0.32, 1.67], [-5.85, -0.62, -1.32], [-5.26, -2.05, -0.47], [0.67, 3.61, 2.59], [0.51, 2.74, 3.79], [1.57, 1.78, 3.94], [1.84, 0.72, 3.13], [1.26, 0.50, 2.06], [3.18, 0.05, 3.47], [4.13, 0.52, 2.65], [3.65, 0.14, 4.75], [3.14, -1.22, 3.17], [1.62, 4.13, 2.72], [-0.14, 4.34, 2.54], [0.64, 3.07, 1.64], [-0.45, 2.23, 3.69], [0.29, 3.29, 4.70]],
  "orbital_gap_ha": [0.1251, 0.1918],
  "total_energy_ev": -77565.19901,
  "charge": -3,
  "spin_multiplicity": 2,
  "s_squared": 0.777
}

***

# 5
{
  "formula": "C26H16MnN6O2Se",
  "method": "ωB97M-V with the def2-TZVPD basis set",
  "symbols": ["Mn", "O", "C", "C", "C", "C", "C", "C", "C", "N", "N", "C", "O", "C", "C", "C", "C", "C", "C", "H", "H", "H", "H", "H", "H", "H", "H", "H", "H", "Se", "N", "C", "C", "C", "C", "C", "N", "C", "C", "N", "C", "C", "C", "C", "C", "N", "H", "H", "H", "H", "H", "H"],
  "positions_angstrom": [[-0.68, 0.74, 0.73], [-1.75, 0.17, 2.09], [-1.44, -0.27, 3.31], [-2.45, -0.88, 4.07], [-2.17, -1.33, 5.34], [-0.90, -1.20, 5.90], [0.10, -0.61, 5.16], [-0.15, -0.14, 3.86], [0.92, 0.48, 3.15], [0.84, 0.92, 1.94], [1.97, 1.49, 1.36], [1.67, 1.90, 0.17], [0.44, 1.79, -0.32], [2.69, 2.52, -0.69], [4.00, 2.67, -0.23], [4.95, 3.26, -1.04], [4.61, 3.70, -2.31], [3.31, 3.54, -2.77], [2.35, 2.96, -1.97], [-3.43, -0.97, 3.64], [-2.96, -1.80, 5.92], [-0.70, -1.56, 6.90], [1.09, -0.49, 5.58], [1.89, 0.59, 3.63], [4.25, 2.33, 0.77], [5.96, 3.38, -0.68], [5.35, 4.16, -2.94], [3.04, 3.89, -3.76], [1.33, 2.84, -2.31], [-2.53, -3.93, -5.12], [-3.23, -2.44, -4.45], [-2.49, -2.10, -3.43], [-2.77, -0.94, -2.59], [-3.86, -0.09, -2.80], [-4.04, 0.99, -1.97], [-3.13, 1.21, -0.95], [-2.08, 0.41, -0.75], [-1.90, -0.66, -1.54], [-0.74, -1.52, -1.25], [0.02, -1.19, -0.20], [1.10, -1.91, 0.07], [1.47, -3.02, -0.69], [0.68, -3.38, -1.76], [-0.45, -2.62, -2.06], [-1.34, -2.93, -3.17], [-1.16, -3.93, -3.99], [-4.53, -0.31, -3.62], [-4.88, 1.66, -2.10], [-3.23, 2.06, -0.28], [1.69, -1.59, 0.93], [2.36, -3.58, -0.43], [0.92, -4.23, -2.38]],
  "orbital_gap_ha": [0.2626, 0.2617],
  "total_energy_ev": -136920.67622,
  "charge": 1,
  "spin_multiplicity": 5,
  "s_squared": 6.049
}